[1]
C29H63Br6N5O11 | ωB97M-V/def2-TZVPD

For the HOMO-LUMO gap, the calculation gives 9.40 eV. As for the net charge: 0. Its LUMO energy is 0.08 eV. As for the SMILES: CCOC(=O)OC.CCOC(=O)OC.CN(C)C=O.CN(C)C=O.CN(C)C=O.CN(C)C=O.CN(C)C=O.BrCCBr.BrCCBr.BrCCBr.

The geometry in XYZ format:
```
114
Properties=species:S:1:pos:R:3:mulliken_charge:R:1
C -7.7650 -11.9258 -3.9131 -1.099
C -7.5840 -10.9051 -5.0500 -0.205
O -7.4720 -11.6222 -6.2665 -0.286
C -8.3949 -11.7538 -7.2180 0.733
O -9.4582 -11.0936 -7.2543 -0.595
O -7.9483 -12.6309 -8.1571 -0.294
C -8.7863 -12.9966 -9.2741 -0.608
H -6.8476 -12.5032 -3.7983 0.284
H -8.6731 -12.5243 -3.9852 0.299
H -7.8645 -11.5272 -2.9034 0.388
H -6.7152 -10.2595 -4.9216 0.277
H -8.4764 -10.2849 -5.1346 0.308
H -9.7411 -13.4128 -8.9528 0.288
H -8.2093 -13.7219 -9.8477 0.221
H -8.9548 -12.1257 -9.9076 0.290
C 4.1630 -30.0554 -8.4526 -1.167
C 3.5099 -29.4988 -7.2406 -0.240
O 2.1191 -29.3478 -7.3262 -0.230
C 1.4240 -29.1678 -6.2171 0.754
O 1.8665 -28.9557 -5.0519 -0.610
O 0.1271 -29.1227 -6.5988 -0.292
C -0.9017 -28.5754 -5.7389 -0.640
H 3.8616 -29.3970 -9.2673 0.313
H 3.8672 -31.0962 -8.5838 0.304
H 5.2342 -30.0040 -8.2572 0.348
H 3.8706 -28.4930 -7.0250 0.303
H 3.7576 -30.1793 -6.4259 0.330
H -1.6922 -29.2970 -5.5328 0.248
H -1.1601 -27.6319 -6.2197 0.253
H -0.5314 -28.4221 -4.7253 0.326
C -3.3888 -20.8618 -5.5262 0.232
O -2.6456 -20.9910 -6.5478 -0.655
N -4.2826 -19.8852 -5.4264 0.084
C -5.2445 -19.7503 -4.3040 -0.898
C -4.5624 -18.8914 -6.5055 -0.916
H -3.4438 -21.5369 -4.6582 0.258
H -4.9927 -18.8556 -3.7345 0.291
H -5.1323 -20.6731 -3.7348 0.303
H -6.2443 -19.8052 -4.7347 0.335
H -5.3396 -19.2439 -7.1836 0.317
H -4.9057 -17.9095 -6.1796 0.339
H -3.7386 -18.6830 -7.1881 0.309
C -8.7455 -24.7235 -11.2634 0.187
O -9.9519 -24.9778 -11.4409 -0.610
N -8.2021 -23.5060 -11.4815 0.096
C -9.0006 -22.2874 -11.7622 -0.942
C -6.7092 -23.2923 -11.2380 -0.882
H -8.0201 -25.5126 -11.0118 0.279
H -8.8288 -22.0928 -12.8208 0.337
H -8.8751 -21.3260 -11.2642 0.313
H -10.0742 -22.4759 -11.7552 0.323
H -6.7396 -22.5784 -10.4148 0.344
H -6.3089 -24.2060 -10.7988 0.290
H -6.0744 -23.0309 -12.0847 0.265
C 1.3756 -12.5935 -4.4095 0.202
O 0.1613 -12.3322 -4.2902 -0.628
N 1.9069 -13.7432 -4.7482 0.083
C 3.3159 -14.0434 -4.7143 -0.809
C 1.0596 -14.7998 -5.2637 -0.970
H 2.1899 -11.9397 -4.0610 0.241
H 3.4629 -15.0363 -4.2894 0.287
H 4.0208 -13.3638 -4.2354 0.285
H 3.5883 -14.2391 -5.7514 0.345
H 1.4013 -15.7839 -4.9432 0.280
H -0.0020 -14.5599 -5.3238 0.309
H 1.3659 -14.8324 -6.3093 0.376
C -0.8539 -25.5652 0.9669 0.078
O -1.4609 -24.5877 0.5144 -0.609
N 0.4916 -25.6469 0.9049 0.094
C 1.1762 -26.7330 1.6781 -0.914
C 1.2932 -24.6549 0.2018 -0.811
H -1.3359 -26.3863 1.5198 0.314
H 0.5650 -27.6224 1.5248 0.350
H 1.2400 -26.5653 2.7532 0.289
H 2.1582 -26.9643 1.2654 0.325
H 0.9380 -24.5616 -0.8244 0.294
H 1.2170 -23.6612 0.6432 0.279
H 2.3404 -24.9524 0.1472 0.312
C 5.9944 -20.0893 -7.2217 0.154
O 6.9124 -19.6922 -7.9412 -0.593
N 6.1784 -20.1385 -5.8680 0.101
C 5.1321 -20.7890 -5.0766 -0.994
C 7.3592 -19.7477 -5.1226 -0.875
H 5.0806 -20.5624 -7.6133 0.305
H 4.9304 -20.3023 -4.1224 0.305
H 5.3430 -21.8453 -4.9096 0.342
H 4.1598 -20.8294 -5.5677 0.326
H 7.8987 -18.9619 -5.6513 0.307
H 7.2052 -19.4525 -4.0847 0.302
H 8.0472 -20.5807 -4.9785 0.320
Br -2.1156 -28.0142 -12.0491 -0.170
C -0.3594 -27.3082 -12.7510 -0.581
C 0.0187 -25.9054 -12.3051 -0.582
Br 1.6788 -25.3135 -13.0709 -0.125
H -0.4431 -27.3046 -13.8378 0.371
H 0.4035 -28.0012 -12.3964 0.356
H 0.0874 -25.8636 -11.2181 0.351
H -0.7342 -25.1294 -12.4431 0.381
Br -5.1748 -16.0094 2.4859 -0.173
C -3.2891 -16.7741 2.5522 -0.534
C -2.3662 -15.9624 1.6328 -0.628
Br -0.6116 -16.9232 1.3904 -0.165
H -3.2995 -17.7918 2.1618 0.383
H -2.9014 -16.7618 3.5708 0.364
H -2.3151 -14.8806 1.7560 0.418
H -2.7771 -16.1054 0.6334 0.335
Br -12.1145 -21.8022 -1.2403 -0.125
C -12.9944 -22.7342 -2.7430 -0.512
C -12.1990 -24.0576 -3.0543 -0.660
Br -10.4612 -23.7698 -3.9036 -0.123
H -13.1160 -22.0178 -3.5554 0.353
H -13.9722 -23.0660 -2.3935 0.316
H -12.7963 -24.8593 -3.4888 0.388
H -11.9608 -24.5282 -2.1004 0.362
```

---

[2]
C3H4N2 | ωB97M-V/def2-TZVPD

For the HOMO-LUMO gap (alpha / beta), the calculation gives 8.50 / 8.63 eV. As for the net charge: 0. Its LUMO energy (alpha / beta) is 0.14 / 0.08 eV. The energy relative to the best compared isomer or geometry (same formula, charge and spin) comes out at 178.5 kcal/mol. As for the SMILES: c1cn2n1C2.

The geometry in XYZ format:
```
9
Properties=species:S:1:pos:R:3:mulliken_charge:R:1
C -0.7401 0.9789 0.6019 -0.315
C 0.9461 1.0450 0.0504 -0.296
C -0.1181 -1.1985 -0.5155 0.056
N -0.4682 -0.4838 0.6911 -0.232
N 0.8540 -0.4567 0.1755 -0.267
H -1.3394 1.5043 1.3995 0.257
H 1.4403 1.8354 -0.3918 0.383
H 0.0737 -2.2457 -0.5012 0.198
H -0.6482 -0.9788 -1.5099 0.217
```

---

[3]
C13H18ClNO4S | ωB97M-V/def2-TZVPD

For the HOMO-LUMO gap, the calculation gives 9.01 eV. As for the net charge: 0. Its LUMO energy is 0.59 eV. As for the SMILES: COc1cc(S(=O)(=O)NC2CCCC2)c(OC)cc1Cl.

The geometry in XYZ format:
```
38
Properties=species:S:1:pos:R:3:mulliken_charge:R:1
C 3.3643 -2.5794 -1.4668 -0.845
H 4.3156 -2.8912 -1.8945 0.240
H 2.8044 -3.4599 -1.1395 0.338
H 3.5463 -1.9240 -0.6101 0.342
O 2.6929 -1.8978 -2.5021 -0.500
C 1.4574 -1.4060 -2.2462 0.354
C 0.7853 -1.5006 -1.0326 -0.142
C -0.4750 -0.9611 -0.8812 -0.715
C -1.1290 -0.3099 -1.9222 0.680
C -0.4652 -0.2082 -3.1451 -0.688
C 0.8004 -0.7471 -3.2936 0.179
Cl 1.6003 -0.6106 -4.8094 -0.201
H -0.9143 0.2829 -3.9924 0.507
O -2.3562 0.1833 -1.6593 -0.311
C -3.0829 0.7802 -2.7121 -0.984
H -2.5841 1.6814 -3.0822 0.370
H -4.0459 1.0502 -2.2831 0.249
H -3.2386 0.0810 -3.5385 0.371
S -1.3032 -1.1474 0.6946 1.419
O -0.3457 -1.6983 1.6164 -0.694
O -2.5330 -1.8557 0.5081 -0.802
N -1.7150 0.4143 1.0734 -0.185
H -2.6992 0.4767 1.2714 0.311
C -0.8675 1.2850 1.8541 -0.374
H -1.2859 2.2957 1.7632 0.430
C -0.7232 0.9079 3.3394 -0.659
H -0.7413 -0.1784 3.4144 0.207
C 0.6485 1.4570 3.7708 -0.653
H 0.5499 2.2359 4.5263 0.313
H 1.2549 0.6580 4.1943 0.286
C 1.3057 2.0075 2.4949 -0.851
H 2.3792 1.8286 2.4751 0.384
H 1.1396 3.0835 2.4188 0.350
C 0.5773 1.2952 1.3592 -0.329
H 0.9224 0.2663 1.2772 0.145
H 0.6889 1.7893 0.3950 0.404
H -1.5385 1.3107 3.9394 0.403
H 1.2105 -1.9952 -0.1751 0.651
```

---

[4]
C18H16N4O3S | ωB97M-V/def2-TZVPD

For the HOMO-LUMO gap, the calculation gives 7.77 eV. As for the net charge: 0. Its LUMO energy is -0.54 eV. The energy relative to the best compared isomer or geometry (same formula, charge and spin) comes out at 426.0 kcal/mol.

The geometry in XYZ format:
```
42
Properties=species:S:1:pos:R:3:mulliken_charge:R:1
C 5.8771 -2.9012 0.9769 -1.228
C 5.0368 -4.0570 0.6094 -0.623
C 3.8077 -3.7859 -0.3800 0.583
O 3.9634 -4.0679 -1.5124 -0.599
N 3.0979 -3.0563 0.2512 0.056
C 1.8306 -2.7411 -0.1161 0.732
C 1.5246 -2.8391 -1.3510 0.154
C 0.2526 -2.2733 -2.1086 -1.360
C -0.6560 -1.7559 -1.1928 0.867
C -0.3537 -1.5972 0.2707 -0.416
C 0.7370 -2.3088 0.6313 -1.253
H 1.1347 -2.1710 1.6055 0.278
H -0.8724 -1.0023 0.9235 0.447
C -2.0513 -1.2434 -1.6343 0.436
O -1.9870 -0.5925 -2.8075 -0.605
C -3.1758 -1.5612 -0.6784 -1.231
H -3.6109 -2.2792 -1.0861 0.734
H -2.9535 -1.6473 0.3469 0.359
S -4.5579 -0.1151 -1.0871 -0.131
C -3.4970 1.0060 -0.2407 0.159
N -2.2463 0.9318 0.1894 0.608
N -1.9359 1.9758 0.7324 -1.138
C -2.9007 2.9238 0.2517 0.453
C -2.8401 4.3124 0.5614 0.317
C -1.7722 5.0346 0.7658 -0.204
C -1.8171 6.4905 1.1937 -0.335
C -2.7275 7.2450 0.7987 -0.498
N -4.0095 6.4907 0.0376 -0.622
C -3.8080 5.1643 0.0923 -0.081
H -4.7231 4.8241 -0.4320 0.385
H -2.9974 8.1656 0.7330 0.596
H -0.8656 6.9876 1.5801 0.288
H -0.9458 4.4592 1.4089 0.242
O -3.7261 2.4379 -0.3513 -0.193
H 0.0361 -2.3006 -3.0082 0.810
H 1.9335 -3.3308 -2.2889 0.277
H 3.0893 -3.0048 1.1535 0.128
H 4.6694 -4.7097 1.7659 0.242
H 5.7397 -4.9540 0.0968 0.282
H 5.2805 -2.3560 1.4302 0.463
H 6.2668 -2.4274 0.1518 0.370
H 6.7527 -3.3704 1.7167 0.253
```

---

[5]
C29H40BaN3O2PS | ωB97M-V/def2-TZVPD

For the HOMO-LUMO gap, the calculation gives 7.32 eV. As for the net charge: 0. Its LUMO energy is 0.17 eV. The energy relative to the best compared isomer or geometry (same formula, charge and spin) comes out at 3.4 kcal/mol.

The geometry in XYZ format:
```
77
Properties=species:S:1:pos:R:3:mulliken_charge:R:1
Ba 0.2260 0.5986 0.3838 1.488
N 3.4955 0.9246 -0.3863 -0.430
C 3.3309 2.2514 -1.0194 -0.211
C 1.8966 2.5956 -0.6516 0.307
O 1.6765 2.7856 0.5785 -0.715
O 0.9937 2.3793 -1.4962 -0.774
H 3.7464 1.0474 0.5877 0.175
H 4.2298 0.3892 -0.8300 0.203
H 3.4248 2.1483 -2.0975 0.309
H 4.0363 2.9993 -0.6508 0.288
C -4.8323 1.5188 -0.3331 -1.596
C -4.4645 0.7985 0.9635 0.621
C -4.1241 1.8090 2.0546 -1.624
P -3.0476 -0.3783 0.6919 0.497
C -3.7850 -1.5090 -0.5953 0.732
C -5.1574 -2.1152 -0.3149 -1.825
C -2.8119 -2.6064 -1.0134 -1.507
C -2.9895 -1.2388 2.3060 2.093
C -4.1578 -1.7585 2.8818 -0.542
C -4.2254 -2.2160 4.1847 0.158
C -5.4986 -2.7687 4.7675 -1.737
C -3.0635 -2.1053 4.9554 -1.036
C -1.8946 -1.6065 4.4275 -0.699
C -1.7986 -1.1941 3.0770 -0.679
N -0.5868 -0.8486 2.5170 -0.312
C 0.4087 -0.3059 3.3706 -1.377
C 1.6266 -0.9690 3.6012 0.694
C 1.8546 -2.3708 3.1084 -1.012
C 2.6274 -0.3375 4.3353 -1.189
C 2.4691 0.9328 4.8667 0.799
C 3.5636 1.5986 5.6558 -1.592
C 1.2593 1.5772 4.6444 -1.178
C 0.2412 0.9893 3.9085 2.215
C -1.0421 1.7392 3.6893 -0.961
H -5.5845 2.2850 -0.1338 0.450
H -5.2413 0.8450 -1.0857 0.323
H -3.9605 2.0187 -0.7643 0.304
H -5.3261 0.2167 1.3025 0.200
H -3.3028 2.4598 1.7436 0.231
H -3.8413 1.3184 2.9863 0.229
H -4.9881 2.4465 2.2545 0.549
H -3.8810 -0.8237 -1.4448 0.498
H -5.0917 -2.8824 0.4583 0.328
H -5.5328 -2.5985 -1.2203 0.484
H -5.8985 -1.3767 -0.0071 0.364
H -2.7207 -3.3579 -0.2269 0.201
H -1.8186 -2.2158 -1.2406 0.228
H -3.1842 -3.1136 -1.9066 0.533
H -5.0673 -1.7775 2.2930 0.131
H -6.2924 -2.7909 4.0206 0.369
H -5.8485 -2.1650 5.6075 0.330
H -5.3603 -3.7872 5.1363 0.334
H -3.0801 -2.4248 5.9926 0.331
H -1.0061 -1.5472 5.0459 0.523
H 1.0552 -3.0360 3.4411 0.212
H 2.7964 -2.7584 3.4964 0.446
H 1.8991 -2.4197 2.0184 0.119
H 3.5584 -0.8692 4.5047 0.307
H 4.4556 0.9740 5.6954 0.368
H 3.2457 1.7957 6.6814 0.326
H 3.8409 2.5557 5.2107 0.348
H 1.1085 2.5778 5.0369 0.434
H -0.9196 2.7984 3.9110 0.446
H -1.8463 1.3434 4.3145 0.307
H -1.3992 1.6393 2.6618 -0.221
S 1.1020 -2.3248 -0.6884 -0.241
C 0.1693 -3.5420 0.0477 0.467
N -0.4979 -3.3076 1.2020 1.100
C -1.2788 -4.2147 1.8253 0.156
C -1.4450 -5.4636 1.3075 -0.764
C -0.7713 -5.7700 0.1106 -0.232
C 0.0161 -4.8369 -0.5046 -0.872
H -0.3908 -2.3575 1.6621 -0.729
H -1.7534 -3.8706 2.7353 0.182
H -2.0756 -6.1827 1.8075 0.486
H -0.8808 -6.7524 -0.3310 0.375
H 0.5348 -5.0509 -1.4272 0.459
```

---

Repeat the third record exactly.
C13H18ClNO4S | ωB97M-V/def2-TZVPD

For the HOMO-LUMO gap, the calculation gives 9.01 eV. As for the net charge: 0. Its LUMO energy is 0.59 eV. As for the SMILES: COc1cc(S(=O)(=O)NC2CCCC2)c(OC)cc1Cl.

The geometry in XYZ format:
```
38
Properties=species:S:1:pos:R:3:mulliken_charge:R:1
C 3.3643 -2.5794 -1.4668 -0.845
H 4.3156 -2.8912 -1.8945 0.240
H 2.8044 -3.4599 -1.1395 0.338
H 3.5463 -1.9240 -0.6101 0.342
O 2.6929 -1.8978 -2.5021 -0.500
C 1.4574 -1.4060 -2.2462 0.354
C 0.7853 -1.5006 -1.0326 -0.142
C -0.4750 -0.9611 -0.8812 -0.715
C -1.1290 -0.3099 -1.9222 0.680
C -0.4652 -0.2082 -3.1451 -0.688
C 0.8004 -0.7471 -3.2936 0.179
Cl 1.6003 -0.6106 -4.8094 -0.201
H -0.9143 0.2829 -3.9924 0.507
O -2.3562 0.1833 -1.6593 -0.311
C -3.0829 0.7802 -2.7121 -0.984
H -2.5841 1.6814 -3.0822 0.370
H -4.0459 1.0502 -2.2831 0.249
H -3.2386 0.0810 -3.5385 0.371
S -1.3032 -1.1474 0.6946 1.419
O -0.3457 -1.6983 1.6164 -0.694
O -2.5330 -1.8557 0.5081 -0.802
N -1.7150 0.4143 1.0734 -0.185
H -2.6992 0.4767 1.2714 0.311
C -0.8675 1.2850 1.8541 -0.374
H -1.2859 2.2957 1.7632 0.430
C -0.7232 0.9079 3.3394 -0.659
H -0.7413 -0.1784 3.4144 0.207
C 0.6485 1.4570 3.7708 -0.653
H 0.5499 2.2359 4.5263 0.313
H 1.2549 0.6580 4.1943 0.286
C 1.3057 2.0075 2.4949 -0.851
H 2.3792 1.8286 2.4751 0.384
H 1.1396 3.0835 2.4188 0.350
C 0.5773 1.2952 1.3592 -0.329
H 0.9224 0.2663 1.2772 0.145
H 0.6889 1.7893 0.3950 0.404
H -1.5385 1.3107 3.9394 0.403
H 1.2105 -1.9952 -0.1751 0.651
```